Record 1
112
Properties=species:S:1:pos:R:3:forces:R:3:lowdin_charge:R:1 method="wB97M-V/def2-TZVPD" orbital_gap_ev=9.83 fmax_ev_per_a=5.0
C -19.215350 17.129670 -19.678710 0.77 -0.40 -0.39 0.040
N -19.945310 17.726320 -20.829410 -3.62 3.32 -0.96 -0.377
O -20.491220 17.088670 -21.737160 1.82 -0.28 1.65 0.036
O -20.201650 18.967510 -20.740250 1.57 -2.63 0.29 0.026
H -19.297760 17.765060 -18.796890 -0.50 -0.05 -0.34 0.099
H -18.157120 17.132220 -19.939910 -0.03 -0.16 -0.20 0.101
H -19.546480 16.100880 -19.537150 -0.06 0.23 -0.08 0.086
C -29.004440 11.165100 -23.971640 1.10 -1.51 0.21 0.036
N -30.228200 10.395750 -23.545290 0.18 3.30 -1.51 -0.462
O -30.175320 9.395410 -22.904870 0.23 -1.19 0.67 0.083
O -31.209390 11.020020 -23.884900 -1.38 -0.74 0.24 0.063
H -28.746570 11.809600 -23.131260 -0.07 0.05 -0.27 0.072
H -29.152030 11.700290 -24.909660 -0.43 -0.02 0.43 0.103
H -28.255120 10.387800 -24.121320 0.35 0.24 0.18 0.077
C -25.197090 15.760000 -24.526610 0.85 1.33 0.87 0.025
N -26.128600 14.797190 -25.126140 1.78 0.40 0.92 -0.460
O -26.559150 15.203160 -26.154090 -1.68 -0.28 -1.86 0.096
O -26.254340 13.690030 -24.640820 -0.38 -0.19 0.06 0.044
H -24.305640 15.802510 -25.152400 0.05 -0.62 0.21 0.081
H -24.971150 15.576650 -23.476160 -0.04 -0.38 -0.27 0.098
H -25.567440 16.778430 -24.643880 -0.59 -0.28 0.11 0.105
C -22.597770 13.497150 -19.660420 -0.06 0.10 1.06 0.049
N -23.778650 12.838010 -20.272590 1.21 -1.28 -0.81 -0.448
O -23.757130 11.613910 -20.350890 -0.49 0.93 0.02 0.060
O -24.628220 13.575760 -20.730280 -0.22 -0.32 0.11 0.049
H -23.096160 14.367560 -19.233700 0.97 0.30 0.06 0.102
H -21.762030 13.669080 -20.338710 -0.67 0.40 -0.70 0.090
H -22.117190 12.848670 -18.927880 -0.68 -0.12 0.23 0.101
C -28.445580 11.603680 -20.108120 0.20 -1.92 -0.88 0.037
N -29.571810 12.508080 -20.104860 -2.81 2.58 -0.54 -0.411
O -29.993080 12.984030 -19.052920 0.99 -0.88 -0.72 0.068
O -30.105290 12.805010 -21.201390 1.40 -0.92 1.57 0.038
H -28.551570 11.067140 -21.050980 0.51 0.32 -0.17 0.076
H -28.607220 10.788740 -19.402540 0.13 0.62 0.62 0.111
H -27.480370 12.102800 -20.022390 -0.32 0.10 0.15 0.108
C -23.002850 12.443300 -23.754150 0.63 -1.82 0.87 0.079
N -22.021330 13.342450 -24.465320 -4.31 1.31 0.04 -0.430
O -20.895020 13.088660 -24.330090 4.37 -1.21 0.45 0.080
O -22.427780 14.300070 -25.105560 -0.46 -0.38 0.07 0.063
H -23.516530 12.829520 -22.873780 -0.36 1.02 -0.84 0.078
H -22.389690 11.685080 -23.267080 0.43 0.04 -0.22 0.079
H -23.620970 11.835960 -24.415340 -0.26 0.89 -0.33 0.099
C -17.959690 12.727190 -22.694420 0.04 -0.40 0.33 0.042
N -18.362490 14.109720 -22.334850 -0.85 -2.11 0.91 -0.450
O -17.655130 14.995220 -22.664830 1.10 1.92 -0.66 0.103
O -19.360870 14.189010 -21.644400 -0.24 0.39 0.14 0.040
H -17.459130 12.749970 -23.662420 -0.41 -0.15 0.03 0.099
H -18.843270 12.108670 -22.536920 0.11 0.17 -0.66 0.055
H -17.246070 12.389300 -21.942970 0.18 0.33 0.05 0.109
C -17.457350 10.989950 -26.704290 1.33 -1.31 -0.76 0.065
N -18.492220 9.912010 -26.612200 3.57 -2.44 -0.54 -0.425
O -19.557190 10.324350 -26.388310 -4.12 0.65 0.80 0.067
O -18.195170 8.688940 -26.744390 -0.38 2.75 0.21 0.032
H -17.647980 11.778960 -25.976820 -0.12 -0.25 -0.27 0.090
H -17.455410 11.330190 -27.739820 -0.43 0.34 0.12 0.099
H -16.508370 10.463150 -26.604230 0.07 0.33 0.42 0.098
C -21.601580 12.059160 -27.787950 0.12 -1.68 -0.04 0.029
N -20.450230 12.749580 -28.354800 1.96 1.14 -1.34 -0.383
O -20.381800 13.941200 -28.048760 0.49 -1.21 -0.67 0.048
O -19.628550 12.148810 -29.115410 -2.18 1.45 2.16 0.034
H -21.438360 11.019320 -28.071140 -0.60 0.04 0.00 0.082
H -22.525440 12.481570 -28.183110 0.20 -0.03 0.04 0.114
H -21.536220 12.126890 -26.702020 -0.03 0.25 -0.24 0.075
C -25.038620 5.874510 -24.353270 1.36 -0.96 -0.78 0.029
N -25.047580 7.177140 -23.674420 -2.63 -1.99 0.44 -0.464
O -26.116670 7.404090 -23.111460 1.14 0.96 0.05 0.066
O -24.096600 7.872220 -23.829610 0.95 1.41 0.31 0.072
H -25.002150 6.178640 -25.399350 -0.70 -0.46 -0.17 0.100
H -25.800640 5.164950 -24.030850 -0.30 0.75 -0.25 0.105
H -24.081120 5.371220 -24.219120 0.18 0.32 0.38 0.095
C -19.946400 16.323960 -24.806010 -0.20 -0.28 -1.35 0.044
N -20.978210 17.094390 -25.669570 1.33 -1.02 1.25 -0.405
O -21.809090 17.619100 -24.985900 -1.20 1.00 -0.28 0.075
O -20.974480 17.004040 -26.886170 0.24 0.25 0.62 0.034
H -20.559720 15.938400 -23.991590 0.29 -0.28 -0.32 0.061
H -19.121740 16.886610 -24.368440 -0.41 0.69 -0.39 0.094
H -19.536690 15.630260 -25.540190 -0.03 -0.41 0.58 0.059
C -26.044870 9.950750 -26.485430 0.85 -0.01 -0.11 0.054
N -25.746720 10.126930 -27.998060 -0.64 0.46 -2.63 -0.363
O -25.091450 11.080670 -28.487050 -1.23 -1.92 2.39 0.028
O -26.255540 9.270140 -28.752560 0.91 1.24 2.14 0.032
H -25.458320 9.078930 -26.195630 0.00 0.08 -0.13 0.059
H -27.088670 9.754550 -26.240320 -0.04 0.02 -0.95 0.083
H -25.728620 10.789540 -25.865330 0.23 0.23 -0.66 0.079
C -17.771500 16.511940 -28.609790 -0.11 -0.09 -0.77 0.053
N -17.283620 15.250750 -27.997820 -1.05 -0.35 2.57 -0.419
O -16.563500 14.544640 -28.641430 0.33 -0.37 -0.33 0.084
O -17.618180 15.016930 -26.803120 0.61 0.54 -2.32 0.001
H -17.739730 16.403470 -29.693910 0.26 -0.22 0.13 0.101
H -17.034650 17.261880 -28.322150 -0.45 0.18 0.20 0.110
H -18.814010 16.690960 -28.346670 0.38 0.13 0.65 0.072
C -19.300210 9.505750 -22.901080 -0.13 1.56 -0.65 0.040
N -20.242000 9.515320 -21.733990 0.90 -4.00 0.46 -0.435
O -20.491680 8.386780 -21.293870 -0.15 0.92 -0.63 0.057
O -20.548260 10.517710 -21.177510 -0.31 1.92 -0.10 0.079
H -19.273290 8.605450 -23.514950 -0.25 -0.17 0.78 0.099
H -18.330750 9.779880 -22.485030 0.01 -0.38 0.02 0.101
H -19.592050 10.337470 -23.542310 -0.12 0.01 -0.03 0.069
C -21.543760 7.204820 -26.331240 -1.09 0.93 -1.23 0.066
N -22.310170 8.164800 -27.178070 -0.77 3.99 -1.47 -0.396
O -23.005560 9.013800 -26.561550 0.99 -1.85 -0.84 -0.010
O -22.185640 8.220640 -28.415340 -0.01 -0.98 2.58 0.066
H -21.334780 7.766010 -25.420470 0.17 -0.43 -0.14 0.093
H -20.705780 6.955910 -26.982340 -0.02 -0.62 0.63 0.102
H -22.374300 6.509320 -26.210530 0.85 -0.90 0.48 0.095
C -21.989490 16.844840 -29.673750 -0.50 -1.80 0.66 0.009
N -22.525140 18.045420 -30.270340 0.76 3.71 0.84 -0.433
O -23.086380 18.026770 -31.336650 -0.13 -0.54 -0.10 0.082
O -22.336020 19.108390 -29.614900 -0.35 -2.18 -1.12 0.029
H -22.539240 16.716510 -28.741340 0.21 0.09 0.06 0.095
H -20.929660 16.891270 -29.423330 -0.27 0.43 -0.28 0.081
H -22.230410 15.984400 -30.298010 0.21 0.26 -0.19 0.103

Record 2
74
Properties=species:S:1:pos:R:3:forces:R:3:lowdin_charge:R:1 method="wB97M-V/def2-TZVPD" orbital_gap_ev=7.71 fmax_ev_per_a=7.6
C -12.205950 -3.845540 7.134240 1.04 1.22 2.28 -0.073
C -12.191610 -5.340780 7.022730 -0.72 -1.42 0.01 -0.399
C -13.217420 -6.110980 7.890030 -0.36 -0.11 -0.82 -0.226
O -13.044280 -5.862740 9.239200 0.67 0.65 2.23 -0.209
C -13.516460 -6.821580 10.219260 0.58 0.61 -1.51 -0.073
N -12.312200 -5.665320 5.585560 -0.50 -1.46 1.94 0.036
H -12.396780 -3.452720 8.132930 -1.12 -0.23 0.27 0.086
H -12.740290 -3.268590 6.379450 -0.30 -0.32 0.02 0.097
H -11.165730 -3.520410 7.152130 -0.59 -0.45 -0.33 0.054
H -11.226170 -5.710230 7.368490 0.27 0.01 -0.06 0.138
H -13.176520 -7.193990 7.773770 0.25 -0.11 -0.80 0.120
H -14.193370 -5.762320 7.552310 -0.57 -0.10 0.02 0.122
H -12.926560 -7.738160 10.216490 0.09 -0.24 -0.45 0.077
H -14.550020 -7.053940 9.962640 -0.19 -0.05 0.61 0.085
H -13.327760 -6.400060 11.206590 -0.57 0.30 -0.17 0.084
H -11.537340 -5.115860 5.242350 -0.26 -0.82 -0.88 -0.025
H -13.111120 -5.138870 5.262010 -0.35 -0.07 -0.22 0.049
C -12.128130 -0.805270 -1.056540 0.27 -0.87 0.49 -0.026
C -11.671850 -0.822730 0.420790 -0.66 0.45 -0.13 -0.425
C -10.489590 -1.684270 0.797880 0.80 -0.35 -2.48 -0.259
O -10.324480 -1.735710 2.174310 1.88 1.53 1.41 -0.176
C -9.178400 -2.455530 2.588110 0.72 1.84 0.42 -0.081
N -11.419560 0.499680 0.903320 -0.39 1.27 0.72 0.041
H -12.780490 0.023160 -1.332620 0.23 0.26 0.54 0.077
H -12.741720 -1.692680 -1.211800 0.24 -0.16 -0.31 0.058
H -11.284990 -0.812780 -1.747310 0.06 -0.06 -0.11 0.074
H -12.481370 -1.212470 1.037950 -0.29 0.18 -0.32 0.122
H -9.599720 -1.313590 0.289120 0.33 0.35 0.06 0.138
H -10.610530 -2.703410 0.430710 0.18 0.83 0.31 0.059
H -8.950990 -2.310390 3.644190 -1.01 0.01 0.33 0.091
H -8.333370 -1.881300 2.208260 0.28 -0.51 -0.50 0.101
H -9.070720 -3.524420 2.403820 -1.05 1.12 -0.59 0.057
H -11.261530 0.395590 1.895430 0.09 0.43 0.21 0.069
H -10.596700 0.942180 0.519650 0.19 -0.11 -0.26 0.074
C -13.438650 -5.091330 2.103900 1.04 -1.03 -0.56 -0.040
C -12.162770 -4.358060 1.599440 -2.48 0.72 0.11 -0.342
C -12.073090 -4.288450 0.030440 -1.61 1.25 1.53 -0.212
O -12.194130 -5.538610 -0.541770 -0.57 0.01 -0.33 -0.154
C -10.950040 -6.110410 -0.710680 0.32 -1.33 0.93 -0.125
N -12.363690 -3.034940 2.244150 -0.57 -1.04 -2.37 0.040
H -13.592280 -6.072590 1.654880 0.29 -0.25 0.19 0.070
H -14.368850 -4.561210 1.899470 0.36 0.53 0.01 0.081
H -13.266140 -5.185260 3.176050 -0.43 -0.25 -0.02 0.045
H -11.221370 -4.823030 1.892130 -0.03 -0.53 0.59 0.103
H -11.190610 -3.709190 -0.241170 -0.04 -1.24 -0.79 0.078
H -12.898940 -3.678790 -0.336140 -0.29 0.02 0.12 0.124
H -10.386690 -5.601110 -1.492570 0.25 -0.44 0.02 0.090
H -11.096080 -7.188280 -0.781230 -0.03 -0.07 -1.22 0.096
H -10.420300 -6.149480 0.241140 0.52 0.80 0.03 0.057
H -12.510180 -3.090910 3.241900 0.51 -0.30 -0.25 0.066
H -11.530880 -2.522420 1.991480 -1.65 -0.59 1.94 -0.034
C -7.953890 -3.460350 0.100040 -0.87 1.01 1.02 -0.045
C -7.543660 -4.848860 0.536240 1.97 1.77 -0.37 -0.466
C -8.149920 -5.349660 1.791100 0.65 0.19 1.80 -0.135
O -7.728340 -4.518690 2.922110 0.55 -1.08 -1.65 -0.229
C -8.160720 -5.023690 4.133100 0.17 0.62 1.67 -0.122
N -7.820320 -5.660610 -0.570050 -0.34 -2.15 -1.77 0.044
H -7.725600 -3.131810 -0.913870 0.65 -0.50 -0.03 0.098
H -7.614230 -2.714110 0.818290 0.35 -0.13 -0.55 0.068
H -9.038910 -3.364110 0.139660 0.27 -0.45 -0.09 0.047
H -6.458300 -4.856950 0.636350 0.38 0.36 0.81 0.143
H -7.733880 -6.304990 2.111030 -0.46 -0.61 -0.76 0.141
H -9.235420 -5.346520 1.692220 -0.14 -0.28 0.27 0.103
H -7.586180 -5.847880 4.555840 0.21 -0.31 -0.41 0.104
H -9.221140 -5.249910 4.244600 0.12 -0.56 -0.56 0.091
H -8.004640 -4.178070 4.802930 0.10 -0.07 0.44 0.090
H -7.353580 -6.548000 -0.448480 -0.20 -0.58 0.08 0.090
H -7.285990 -5.258250 -1.326830 -0.27 0.07 -0.47 0.087
O -10.057710 -2.760840 5.892530 4.19 5.11 3.85 0.033
H -9.164420 -2.513350 6.131270 0.53 -0.11 0.09 0.121
H -10.588420 -1.999460 6.126800 -0.27 0.47 0.12 0.121
O -10.986280 -3.954080 4.473410 -1.55 -1.92 -4.26 -0.098
H -10.738680 -3.493700 5.275270 -0.50 -1.20 -0.94 -0.169
H -10.177800 -3.998710 3.962920 -0.40 0.45 -0.14 0.005

Record 3
74
Properties=species:S:1:pos:R:3:forces:R:3:lowdin_spin:R:1 method="wB97M-V/def2-TZVPD" s2=0.75 orbital_gap_ev="8.22 / 2.52" fmax_ev_per_a=3.9 total_charge=+1 multiplicity=2
O -11.654655 23.263501 5.258181 0.26 0.14 0.32 0.000
H -11.714607 22.911508 4.370075 -0.10 -0.29 -0.11 0.000
H -12.512768 23.088047 5.644310 -0.21 0.00 0.17 0.000
O -12.659494 19.693581 5.543617 -0.97 -0.42 -0.14 0.002
H -12.082262 18.958700 5.750924 0.29 -0.50 0.61 0.000
H -12.142839 20.246689 4.957632 0.19 0.78 -0.52 0.000
C -14.090345 14.823666 6.319428 -0.36 0.09 -0.49 0.000
C -13.003803 15.902580 6.267393 -0.21 -1.29 0.76 0.001
C -12.656828 16.499341 7.617062 -0.58 -0.47 0.34 0.000
O -11.666530 17.445385 7.416723 0.66 1.26 0.13 0.000
C -11.247590 18.076515 8.631285 0.41 -0.26 -0.26 0.000
N -11.826063 15.225586 5.737849 -0.07 0.65 -1.02 0.001
H -14.192758 14.351382 5.342412 0.52 -0.06 -0.13 0.000
H -15.108792 15.185228 6.461275 0.04 0.21 0.81 0.000
H -13.819489 14.029213 7.014828 -0.25 0.11 0.18 0.000
H -13.386469 16.718181 5.653833 0.46 0.16 -0.55 0.001
H -12.253523 15.726123 8.270956 -0.08 -0.44 0.13 0.000
H -13.517445 16.917156 8.139422 -0.35 0.28 0.01 0.000
H -10.971224 17.342253 9.387983 -0.11 -0.29 0.01 0.000
H -12.020246 18.718713 9.053999 -0.08 0.14 -0.15 0.000
H -10.333949 18.629247 8.412512 -0.25 0.18 -0.08 0.000
H -11.493171 14.564724 6.425271 0.03 -0.16 0.06 0.000
H -11.079378 15.886843 5.578795 0.18 0.03 0.09 0.000
C -17.268300 18.699231 3.132808 0.06 0.34 0.96 0.025
C -16.178522 19.176302 4.131611 0.05 -0.42 -2.62 0.114
C -16.556378 18.906530 5.631985 -1.46 0.99 0.84 0.102
O -17.734164 19.714101 5.836080 0.63 -0.97 -0.71 0.020
C -18.344002 19.561130 7.127237 0.42 -0.43 0.32 0.010
N -14.943794 18.512129 3.819855 -1.47 0.58 3.22 0.656
H -16.912375 18.655242 2.103494 0.08 0.47 0.12 0.000
H -18.061863 19.431553 3.281299 -0.29 -0.37 -0.42 0.003
H -17.606576 17.689219 3.364198 -0.18 0.07 0.26 0.001
H -16.008189 20.250718 4.062803 0.04 0.09 0.01 0.011
H -15.803087 19.259551 6.336278 0.48 -0.18 -0.23 0.000
H -16.718470 17.832096 5.718151 -0.30 -0.12 0.29 0.001
H -17.764677 20.102325 7.875290 -0.02 0.13 0.03 0.000
H -18.376482 18.514324 7.429293 0.04 -0.17 -0.09 0.000
H -19.375225 19.914233 7.124654 0.25 0.22 -0.44 0.001
H -14.262371 18.920436 4.443587 2.14 0.76 -0.24 0.022
H -14.940885 17.518516 4.001069 -0.05 -0.87 -1.06 0.025
C -4.664452 21.175090 4.468710 -0.22 -0.21 0.85 0.000
C -5.701817 20.338917 5.286366 0.43 0.86 -0.06 0.000
C -7.166783 20.751157 5.000335 1.42 0.40 1.08 0.000
O -7.971465 20.294281 6.058380 0.63 -1.26 -0.71 0.000
C -9.241438 20.836795 6.103108 -0.23 0.43 1.33 0.000
N -5.479263 18.943450 5.101291 0.00 -1.17 -0.74 0.000
H -3.648152 20.904878 4.755469 -0.08 -0.70 -0.26 0.000
H -4.629883 22.230353 4.739485 -0.77 0.20 -0.18 0.000
H -4.807935 21.052390 3.395186 0.10 0.05 -0.03 0.000
H -5.463359 20.429014 6.346139 -0.38 0.91 0.16 0.000
H -7.510118 20.334598 4.053392 0.07 0.16 -0.27 0.000
H -7.143917 21.840588 5.026924 -0.50 0.35 -0.46 0.000
H -10.002231 20.602698 5.358470 0.45 -0.32 -0.81 0.000
H -9.115720 21.918816 6.142290 -0.62 0.24 0.19 0.000
H -9.627811 20.409684 7.028517 -0.37 0.59 0.20 0.000
H -6.053470 18.431677 5.755866 -0.02 -0.14 0.22 0.000
H -5.851616 18.699155 4.194775 0.17 -0.41 -0.40 0.000
C -11.774523 23.237016 1.889688 0.28 0.25 0.96 0.000
C -11.124054 21.880641 2.148896 2.29 0.77 -3.01 0.000
C -9.641166 21.953921 2.673938 -2.08 0.54 0.00 0.000
O -8.909193 22.546917 1.676048 0.91 1.34 -1.18 0.000
C -7.506630 22.767131 1.919032 -0.69 -1.02 0.83 0.000
N -11.869985 21.028047 2.951540 -1.66 -1.79 2.50 0.001
H -11.121545 23.922480 1.349442 -0.02 -0.34 -0.24 0.000
H -11.950930 23.734420 2.843402 -0.08 0.20 0.07 0.000
H -12.754510 23.186106 1.415211 0.13 -0.27 -0.25 0.000
H -11.061617 21.353312 1.196987 0.47 0.46 -0.70 0.000
H -9.267079 20.965145 2.939407 -0.02 -0.28 0.01 0.000
H -9.764279 22.549770 3.578323 0.80 0.24 0.45 0.000
H -7.129420 21.763511 2.115406 0.70 0.06 -0.02 0.000
H -7.334296 23.376207 2.806399 -0.16 0.11 0.13 0.000
H -6.968693 23.229344 1.091327 -0.65 -0.16 -0.25 0.000
H -11.389226 20.139867 2.941015 0.23 -0.34 0.25 0.000
H -12.740771 20.791659 2.497723 -0.40 0.30 -0.07 0.000